ORCA calculation (ωB97M-V/def2-TZVPD) on 2 unconnected molecules or ions with the total composition C9H11O3.

Values from the calculation:
Maximum force, eV Å⁻¹: 3.017
HOMO level, eV: -4.03
Calculated total energy, a.u.: -575.28231
Gap between HOMO and LUMO, eV: 7.30
Charge: -1
Energy above the lowest of the compared OMol25 structures with the same formula, charge and spin, kJ/mol: 199.8

```
23
Properties=species:S:1:pos:R:3:lowdin_charge:R:1
O -0.237 1.291 3.323 0.020
O -1.974 0.925 -1.003 -0.085
O -0.395 2.297 -1.765 -0.128
C 0.211 -0.979 2.661 -0.019
C 0.033 0.388 2.333 -0.328
C 0.366 0.920 1.119 -0.012
C 0.967 -1.726 1.736 -0.085
C -1.457 1.627 -1.894 -0.786
C 1.044 0.086 0.211 -0.031
C -2.134 1.717 -3.314 -0.059
C 1.750 -2.319 -0.507 -0.071
C 1.275 -1.239 0.479 -0.287
H 0.990 0.565 -0.782 0.111
H 2.394 -3.057 -0.058 0.044
H 2.584 -2.009 -1.242 0.090
H 1.132 -2.732 2.142 0.102
H -1.761 2.772 -3.533 0.070
H -0.055 -1.379 3.612 0.087
H 0.163 1.945 0.800 0.120
H -0.843 1.028 4.019 0.092
H -3.206 1.529 -3.129 0.051
H -1.778 1.106 -4.140 0.036
H 0.929 -2.756 -1.069 0.069
```

---

ORCA calculation (ωB97M-V/def2-TZVPD) on 2 unconnected molecules or ions with the total composition C9H11O3.

Values from the calculation:
Maximum force, eV Å⁻¹: 2.999
HOMO level, eV: -2.99
Calculated total energy, a.u.: -575.29247
Gap between HOMO and LUMO, eV: 6.55
Charge: -1
Energy above the lowest of the compared OMol25 structures with the same formula, charge and spin, kJ/mol: 173.2

```
23
Properties=species:S:1:pos:R:3:lowdin_charge:R:1
O 0.079 3.527 3.433 0.078
O -0.985 2.085 2.194 0.081
O -0.224 1.327 -1.368 -0.122
C 1.363 2.509 1.685 -0.005
C 0.128 2.794 2.488 -0.582
C -0.200 0.079 -1.447 -0.523
C -0.316 -2.053 -0.143 -0.104
C -0.546 -0.724 -0.239 -0.054
C 0.148 -4.314 -1.143 -0.102
C 0.152 -0.744 -2.540 -0.073
C 0.219 -2.173 -2.511 -0.105
C 0.113 -2.798 -1.301 -0.343
H 0.507 -4.755 -2.082 0.054
H -0.774 -4.758 -0.819 0.052
H 0.422 -2.729 -3.410 0.084
H -0.484 -2.590 0.795 0.097
H -1.087 1.476 1.442 0.088
H 0.995 2.578 0.639 0.080
H 2.222 3.189 1.699 0.076
H 1.051 -4.566 -0.536 0.070
H 1.824 1.501 1.751 0.097
H -0.109 -0.254 -3.491 0.085
H -1.118 -0.335 0.589 0.068
```

---

ORCA calculation (ωB97M-V/def2-TZVPD) on 2 unconnected molecules or ions with the total composition C9H11O3.

Values from the calculation:
Maximum force, eV Å⁻¹: 1.771
HOMO level, eV: -4.15
Calculated total energy, a.u.: -575.31429
Gap between HOMO and LUMO, eV: 7.16
Charge: -1
Energy above the lowest of the compared OMol25 structures with the same formula, charge and spin, kJ/mol: 115.9

```
23
Properties=species:S:1:pos:R:3:lowdin_charge:R:1
O 0.947 3.059 2.662 -0.013
O 0.956 -2.529 -0.061 -0.120
O -1.038 -3.538 0.175 -0.097
C -0.374 2.443 -0.714 -0.061
C -0.911 0.239 -1.887 -0.041
C -0.010 -3.516 -2.003 -0.063
C 0.599 0.986 1.497 0.011
C -0.060 -3.145 -0.487 -0.812
C -0.115 0.404 0.471 -0.023
C 0.100 3.112 0.431 -0.061
C -0.478 1.067 -0.708 -0.272
C 0.633 2.387 1.467 -0.321
H -0.237 -0.667 0.575 0.094
H 0.999 -3.297 -2.344 0.047
H -0.475 -0.754 -1.754 0.055
H 0.946 0.465 2.377 0.120
H -1.983 0.042 -1.835 0.082
H -0.092 -4.613 -2.056 0.056
H -0.622 0.577 -2.883 0.076
H 0.297 3.769 2.772 0.090
H -0.779 -3.013 -2.582 0.044
H 0.060 4.200 0.443 0.103
H -0.720 2.984 -1.594 0.104
```

---

ORCA calculation (ωB97M-V/def2-TZVPD) on 2 unconnected molecules or ions with the total composition C9H11O3.

Values from the calculation:
Maximum force, eV Å⁻¹: 2.110
HOMO level, eV: -3.69
Calculated total energy, a.u.: -575.30312
Gap between HOMO and LUMO, eV: 6.58
Charge: -1
Energy above the lowest of the compared OMol25 structures with the same formula, charge and spin, kJ/mol: 145.2

```
23
Properties=species:S:1:pos:R:3:lowdin_charge:R:1
O -2.125 0.140 2.552 0.008
O -2.316 0.517 -4.563 -0.126
O -2.532 -1.465 -3.526 -0.113
C -0.873 0.119 1.967 -0.323
C 0.004 1.161 2.117 -0.031
C 2.981 -0.314 0.320 -0.077
C 1.261 1.112 1.492 -0.043
C -0.530 -1.136 1.381 0.012
C 0.780 -1.214 0.949 -0.043
C 1.658 -0.103 0.988 -0.293
C -2.158 -0.276 -3.602 -0.818
C -1.404 0.287 -2.381 -0.068
H 1.297 -2.115 0.637 0.111
H -2.001 0.938 -1.728 0.049
H 3.597 0.582 0.195 0.071
H -1.082 -0.522 -1.723 0.039
H -2.701 0.838 2.219 0.104
H -1.302 -1.852 1.156 0.118
H 1.904 1.975 1.504 0.104
H -0.399 2.078 2.534 0.111
H -0.609 0.966 -2.698 0.051
H 2.971 -0.698 -0.704 0.081
H 3.578 -1.018 0.912 0.077
```

---

ORCA calculation (ωB97M-V/def2-TZVPD) on 2 unconnected molecules or ions with the total composition C9H11O3.

Values from the calculation:
Maximum force, eV Å⁻¹: 4.559
HOMO level, eV: -3.69
Calculated total energy, a.u.: -575.27256
Gap between HOMO and LUMO, eV: 6.47
Charge: -1
Energy above the lowest of the compared OMol25 structures with the same formula, charge and spin, kJ/mol: 225.4

```
23
Properties=species:S:1:pos:R:3:lowdin_charge:R:1
O -2.130 -0.636 1.016 0.044
O -3.137 -1.752 -3.661 -0.129
O -1.211 -1.427 -4.789 -0.091
C -1.533 -0.116 -2.978 -0.081
C -0.570 0.715 2.265 -0.012
C -0.039 -0.720 0.264 -0.033
C 3.127 0.772 1.754 -0.092
C -2.020 -1.199 -3.892 -0.851
C 1.685 0.482 1.575 -0.292
C 1.226 -0.372 0.460 -0.032
C 0.793 1.044 2.451 -0.067
C -0.909 -0.215 1.243 -0.361
H -1.936 0.941 -3.347 0.104
H -0.455 -0.070 -2.982 0.039
H 3.523 1.109 2.730 0.078
H 1.049 1.739 3.181 0.085
H -2.797 -0.448 1.750 0.154
H 2.010 -0.746 -0.253 0.128
H 3.325 1.599 1.073 0.076
H -1.285 0.945 3.000 0.079
H 3.683 -0.154 1.497 0.081
H -0.625 -1.327 -0.460 0.140
H -1.775 -0.165 -1.899 0.031
```

---

ORCA calculation (ωB97M-V/def2-TZVPD) on 2 unconnected molecules or ions with the total composition C9H11O3.

Values from the calculation:
Maximum force, eV Å⁻¹: 4.165
HOMO level, eV: -3.09
Calculated total energy, a.u.: -575.28832
Gap between HOMO and LUMO, eV: 6.61
Charge: -1
Energy above the lowest of the compared OMol25 structures with the same formula, charge and spin, kJ/mol: 184.1

```
23
Properties=species:S:1:pos:R:3:lowdin_charge:R:1
O 3.944 -1.615 0.717 0.068
O 3.109 0.230 1.532 -0.012
O 1.119 1.095 -0.161 -0.174
C 1.568 -1.676 1.265 0.002
C -2.375 0.239 0.416 -0.102
C -4.279 0.275 -1.059 -0.127
C -0.549 0.713 -1.718 -0.039
C -0.157 0.925 -0.337 -0.461
C -2.805 0.297 -0.889 -0.341
C -1.871 0.447 -2.013 -0.051
C -1.078 0.662 0.701 -0.065
C 2.936 -1.100 1.122 -0.548
H -4.828 0.814 -0.276 0.058
H 1.351 -2.371 0.462 0.087
H -0.628 0.794 1.660 0.088
H -4.599 -0.813 -0.977 0.080
H 1.424 -2.002 2.322 0.099
H -4.868 0.645 -1.918 0.063
H -2.391 0.497 -2.925 0.070
H 0.890 -0.800 1.211 0.048
H 2.573 0.875 0.989 0.078
H -3.089 -0.236 1.101 0.105
H 0.157 0.841 -2.476 0.072
```